1.
Density functional theory data (the ωB97M-V functional and the def2-TZVPD basis) for an isolated molecule of C3H6O4.

Its spin multiplicity is 1. The gap between HOMO and LUMO is 10.2 eV. Its LUMO energy is 0.3 eV. The molecular weight comes out at 106.08 g/mol. As for the HOMO energy: -9.91 eV.

Cartesian coordinates (Å):
O1 1.0139 -0.4154 -1.9003
O2 1.7390 0.8024 0.1151
O3 0.0939 0.1144 -2.8926
O4 -1.0584 0.3191 1.0075
C1 0.8033 0.3954 -0.4842
C2 -0.3421 -0.0799 2.1537
C3 -0.5663 -0.1252 -0.4091
H1 0.7292 0.2473 -3.6157
H2 -0.0773 -1.1433 2.1266
H3 -0.6589 -1.2098 -0.4368
H4 -0.9656 0.1097 3.0324
H5 0.5468 0.5388 2.3296
H6 -1.2574 0.4466 -1.0260

Here are the Mulliken charges for atoms 1 to 5, given in e: atom 1 (O): -0.311, atom 2 (O): -0.405, atom 3 (O): -0.358, atom 4 (O): -0.432, atom 5 (C): 0.754

2.
Density functional theory data (the ωB97M-V functional and the def2-TZVPD basis) for the ion C7H9Cl2N4O with charge -1.

Its spin multiplicity is 1. The gap between HOMO and LUMO is 6.8 eV. As for the charge: -1. Its LUMO energy is 2.8 eV. The molecular weight comes out at 236.08 g/mol. As for the HOMO energy: -3.95 eV.

Cartesian coordinates (Å):
Cl1 1.7239 -2.2397 1.1310
Cl2 -0.1776 -2.8693 -0.7751
O1 -1.8928 2.2144 0.7654
N1 -2.4068 -0.9998 -0.3225
N2 -1.5522 0.0322 0.0137
N3 -3.5719 -0.4562 -0.3603
N4 -3.5234 0.8047 -0.0011
C1 2.2630 0.4195 -0.2990
C2 -2.3048 1.1484 0.3130
C3 0.2943 0.0797 -1.9535
C4 0.2210 0.3344 1.9020
C5 -0.1332 -0.2823 0.5268
C6 0.8697 -0.1821 -0.5650
C7 0.5727 -1.4939 0.0372
H1 -0.1152 -0.8040 -2.3476
H2 3.0209 -0.2207 0.2533
H3 1.1808 0.0157 2.1268
H4 2.1768 1.1304 0.5116
H5 1.2762 0.3558 -2.5243
H6 -0.4451 0.8498 -1.9495
H7 2.6128 0.9370 -1.2186
H8 -0.4027 -0.1570 2.6088
H9 0.3138 1.3829 2.1271

Here are the Mulliken charges for atoms 1 to 5, given in e: atom 1 (Cl): -0.205, atom 2 (Cl): -0.173, atom 3 (O): -0.743, atom 4 (N): -0.293, atom 5 (N): 0.621

3.
Density functional theory data (the ωB97M-V functional and the def2-TZVPD basis) for a structure of composition C9H4IrNO3S4.

Its spin multiplicity is 5. The gap between HOMO and LUMO (spin up / spin down) is 7.8 / 6.4 eV. Its LUMO energy (spin up / spin down) is -0.2 / -2.9 eV. The molecular weight comes out at 494.62 g/mol. As for the HOMO energy (spin up / spin down): -8.02 / -9.31 eV.

Cartesian coordinates (Å):
Ir1 1.0162 0.7781 -0.8574
S1 0.9042 5.1364 1.3680
S2 0.8944 3.0828 3.4971
S3 0.9068 3.1891 -0.8350
S4 0.8788 0.8302 1.6338
O1 2.3731 -3.1366 -1.1294
O2 2.2700 -0.8970 -1.1606
O3 0.9227 5.6785 3.9491
N1 -0.4028 -0.9574 -1.1010
C1 -0.4289 -3.3389 -1.1431
C2 -1.7369 -0.9516 -1.0855
C3 -2.4786 -2.1169 -1.1047
C4 1.7684 -2.0853 -1.1347
C5 0.8768 2.5093 1.8499
C6 -1.8126 -3.3350 -1.1314
C7 0.9046 4.8192 3.1234
C8 0.2411 -2.1284 -1.1283
C9 0.8815 3.4762 0.8412
H1 -2.2169 0.0184 -1.0579
H2 -3.5579 -2.0648 -1.0941
H3 -2.3673 -4.2639 -1.1410
H4 0.1633 -4.2424 -1.1584

Here are the Mulliken charges for atoms 1 to 5, given in e: atom 1 (Ir): 0.946, atom 2 (S): -0.106, atom 3 (S): -0.105, atom 4 (S): -0.271, atom 5 (S): -0.410

4.
Density functional theory data (the ωB97M-V functional and the def2-TZVPD basis) for an isolated molecule of C4H7NO.

Its spin multiplicity is 1. The gap between HOMO and LUMO is 11.1 eV. Its LUMO energy is 0.8 eV. The molecular weight comes out at 85.11 g/mol. As for the HOMO energy: -10.26 eV.

Cartesian coordinates (Å):
O1 0.4516 0.5545 -1.7035
N1 1.8017 1.3766 -0.0320
C1 1.0162 0.4871 -0.4659
C2 -0.8399 -0.8842 0.5252
C3 0.6563 -0.7348 0.3446
C4 -1.6668 0.1492 0.6553
H1 1.0658 -1.6216 -0.1558
H2 -1.2956 1.1730 0.6409
H3 1.9009 2.1115 -0.7359
H4 -2.7348 0.0155 0.8002
H5 -1.2352 -1.8983 0.5635
H6 -0.2794 -0.0788 -1.7487
H7 1.1592 -0.6498 1.3121

Here are the Mulliken charges for atoms 1 to 5, given in e: atom 1 (O): -0.508, atom 2 (N): -0.662, atom 3 (C): 0.425, atom 4 (C): -0.356, atom 5 (C): -0.378

5.
Density functional theory data (the ωB97M-V functional and the def2-TZVPD basis) for an isolated molecule of C3H9NO.

Its spin multiplicity is 1. The gap between HOMO and LUMO is 10.4 eV. Its LUMO energy is 1.0 eV. The molecular weight comes out at 75.11 g/mol. As for the HOMO energy: -9.46 eV.

Cartesian coordinates (Å):
O1 -1.0506 -0.9226 1.4548
N1 0.1645 1.7254 -1.0316
C1 -0.1521 -0.2030 0.6175
C2 -0.7745 0.7645 -0.3729
C3 0.8402 -1.1743 -0.0464
H1 0.4458 0.4484 1.2961
H2 1.6723 -0.5499 -0.3581
H3 1.2351 -1.8001 0.7582
H4 0.2816 -1.7631 -0.7799
H5 0.3781 2.4136 -0.3194
H6 -1.3634 0.2745 -1.1429
H7 0.9917 1.2023 -1.3279
H8 -1.2025 -1.7590 0.9968
H9 -1.4661 1.3433 0.2558

Here are the Mulliken charges for atoms 1 to 5, given in e: atom 1 (O): -0.538, atom 2 (N): -0.580, atom 3 (C): 0.381, atom 4 (C): -0.718, atom 5 (C): -1.400

6.
Density functional theory data (the ωB97M-V functional and the def2-TZVPD basis) for an isolated molecule of C15H24O.

Its spin multiplicity is 1. The gap between HOMO and LUMO is 9.6 eV. Its LUMO energy is 0.9 eV. The molecular weight comes out at 220.36 g/mol. As for the HOMO energy: -8.72 eV.

Cartesian coordinates (Å):
O1 -1.6677 2.0200 -0.3397
C1 -0.2131 1.4272 3.0506
C2 0.4039 0.5114 0.0244
C3 -1.0102 1.0724 0.5008
C4 -0.7171 -0.7961 -1.9577
C5 1.1154 0.2747 1.3853
C6 0.9509 1.6068 2.1040
C7 2.9042 0.3634 3.3177
C8 -1.9361 0.1483 -1.8702
C9 1.4191 -1.5876 -0.9066
C10 0.0923 -0.8815 -0.6199
C11 3.3412 1.7913 1.2088
C12 1.1058 1.4142 -1.0236
C13 -1.4001 1.1971 2.0219
C14 2.2987 1.0032 2.0398
C15 -2.2038 0.7113 -0.4805
H1 4.0730 2.2689 1.8295
H2 3.8826 1.1248 0.5259
H3 2.8855 2.6158 0.6252
H4 3.2762 1.2103 3.9315
H5 -1.0672 -1.7702 -2.2173
H6 1.9237 -1.1875 -1.7924
H7 2.1276 -1.5042 -0.0640
H8 -2.1338 2.0066 2.1344
H9 -0.4241 2.3082 3.6685
H10 1.3046 2.4451 -0.6588
H11 -0.5071 -1.4635 0.1321
H12 2.0706 1.0039 -1.3457
H13 -2.8356 -0.3829 -2.2032
H14 3.7076 -0.3116 3.1221
H15 1.2051 -2.6369 -1.0192
H16 -0.0499 0.5315 3.7343
H17 -3.2206 0.5655 -0.0602
H18 2.1496 -0.1002 3.9328
H19 0.8730 2.5266 1.5379
H20 -0.0897 -0.4770 -2.7918
H21 0.4591 1.5215 -1.9096
H22 -1.9161 0.3005 2.3131
H23 -1.8082 0.9748 -2.5854
H24 0.7977 -0.6792 1.8723

Here are the Mulliken charges for atoms 1 to 5, given in e: atom 1 (O): -0.650, atom 2 (C): -0.863, atom 3 (C): 1.737, atom 4 (C): 1.312, atom 5 (C): -1.140

7.
Density functional theory data (the ωB97M-V functional and the def2-TZVPD basis) for an isolated molecule of CH3N.

Its spin multiplicity is 1. The gap between HOMO and LUMO is 8.5 eV. Its LUMO energy is -0.1 eV. The molecular weight comes out at 29.04 g/mol. As for the HOMO energy: -8.55 eV.

Cartesian coordinates (Å):
N1 0.0964 -0.6698 -0.1935
C1 -0.2236 0.5022 0.1989
H1 0.2363 0.9945 1.0597
H2 -0.6346 1.2701 -0.4827
H3 1.0650 -0.5888 -0.4160

Mulliken atomic charges, in units of e: atom 1 (N): -0.522, atom 2 (C): -0.186, atom 3 (H): 0.228, atom 4 (H): 0.227, atom 5 (H): 0.252

8.
Density functional theory data (the ωB97M-V functional and the def2-TZVPD basis) for a cluster of 3 separate species, C2H3N2O3 in total.

Its spin multiplicity is 1. The gap between HOMO and LUMO is 9.0 eV. As for the charge: +1. Its LUMO energy is -6.2 eV. The molecular weight comes out at 103.06 g/mol. As for the HOMO energy: -15.18 eV.

Cartesian coordinates (Å):
O1 -3.3359 1.6722 0.5273
O2 -0.4075 -2.3676 -0.0038
O3 -1.9340 0.3175 -0.6570
N1 1.7776 0.4379 0.2688
N2 -0.0498 -1.4444 0.6095
C1 -2.6514 0.9767 -0.0447
C2 1.2310 -0.3875 -0.5117
H1 1.3501 -0.4914 -1.5105
H2 2.4993 1.0751 -0.0459
H3 1.5206 0.2116 1.3679

Here are the Mulliken charges for atoms 1 to 5, given in e: atom 1 (O): -0.272, atom 2 (O): -0.050, atom 3 (O): -0.402, atom 4 (N): -0.241, atom 5 (N): 0.201

no.,strongest force on any atom (eV/A)
1,6.5
2,4.1
3,0.7
4,0.3
5,1.8
6,2.6
7,3.1
8,5.2